Density functional theory data (ωB97M-V/def2-TZVPD) for a molecular structure, C39H57N10NiOS2Si.

The charge is +1. The LUMO energy (spin up / spin down) comes out at -1.881 / -1.895 eV. Its spin multiplicity is 3. As for the expectation value of S²: 2.01. The value obtained for the highest occupied orbital energy (spin up / spin down) is -8.10 / -9.82 eV.

Element x y z (Å)
1 Ni -0.067 -0.127 -0.272
2 C 4.281 -1.029 -2.414
3 N 3.086 -1.024 -1.584
4 C 3.210 -0.168 -0.418
5 C 2.008 -1.829 -1.848
6 N 0.820 -1.550 -1.387
7 C -0.235 -2.499 -1.464
8 C -0.158 -3.690 -0.795
9 C -1.105 -4.714 -1.016
10 C -2.067 -4.555 -1.965
11 C -2.203 -3.318 -2.648
12 C -3.156 -3.169 -3.682
13 C -3.289 -1.975 -4.325
14 C -2.568 -0.852 -3.879
15 C -1.648 -0.941 -2.868
16 N -1.066 0.287 -2.310
17 C -0.052 0.828 -3.210
18 N -0.268 0.870 -4.582
19 C 0.255 -0.166 -5.456
20 C -0.571 2.131 -5.247
21 N 1.003 1.561 -2.661
22 C 2.024 2.074 -3.554
23 C 0.864 2.284 -1.428
24 C -1.358 -2.225 -2.310
25 N 2.322 -2.882 -2.698
26 C 3.327 -3.844 -2.243
27 C 1.415 -3.436 -3.693
28 H 4.564 0.004 -2.626
29 H 4.092 -1.534 -3.354
30 H 5.125 -1.512 -1.912
31 H 3.882 -0.611 0.320
32 H 2.249 -0.020 0.045
33 H 3.612 0.802 -0.726
34 H 0.688 -3.855 -0.139
35 H -1.021 -5.651 -0.478
36 H -2.744 -5.366 -2.216
37 H -3.768 -4.021 -3.962
38 H -3.991 -1.869 -5.143
39 H -2.766 0.107 -4.340
40 H 0.822 -0.889 -4.870
41 H 0.929 0.265 -6.209
42 H -0.543 -0.699 -5.985
43 H -0.900 2.866 -4.511
44 H -1.381 1.996 -5.975
45 H 0.293 2.539 -5.788
46 H 2.189 1.375 -4.373
47 H 2.958 2.183 -2.999
48 H 1.771 3.054 -3.976
49 H 0.373 1.632 -0.689
50 H 0.255 3.196 -1.511
51 H 1.846 2.561 -1.043
52 H 3.836 -3.481 -1.354
53 H 4.068 -4.033 -3.026
54 H 2.842 -4.792 -1.991
55 H 0.703 -2.693 -4.033
56 H 0.866 -4.308 -3.329
57 H 2.015 -3.746 -4.553
58 C -0.371 -0.797 4.835
59 C 0.599 -1.715 4.190
60 N 1.188 -2.701 4.760
61 N 1.988 -3.221 3.777
62 C 1.930 -2.595 2.590
63 S 2.834 -2.924 1.242
64 N 1.004 -1.613 2.860
65 N 0.513 -0.647 1.974
66 H -0.546 -1.142 5.851
67 H -1.327 -0.771 4.303
68 H 0.016 0.221 4.873
69 H 2.582 -4.009 3.966
70 H -0.475 -0.537 2.166
71 H 0.966 0.232 2.181
72 C -4.817 -0.500 -1.642
73 Si -3.561 0.627 -0.854
74 C -2.716 -0.357 0.528
75 C -4.481 2.120 -0.215
76 C -2.182 1.270 -2.010
77 H -5.713 -0.534 -1.011
78 H -4.444 -1.522 -1.755
79 H -5.123 -0.145 -2.631
80 H -3.312 -1.224 0.827
81 H -2.552 0.261 1.418
82 H -1.750 -0.775 0.174
83 H -5.205 1.830 0.556
84 H -5.046 2.587 -1.030
85 H -3.804 2.867 0.201
86 H -1.743 2.139 -1.519
87 H -2.635 1.636 -2.941
88 O -1.520 3.051 0.713
89 S -0.559 2.480 1.692
90 C -1.282 2.744 3.320
91 C -0.540 3.067 4.448
92 C -1.178 3.143 5.679
93 C -2.539 2.885 5.779
94 C -3.277 2.578 4.642
95 C -2.651 2.512 3.404
96 C 0.849 3.581 1.773
97 C 2.053 3.146 2.314
98 C 3.155 3.988 2.278
99 C 3.047 5.241 1.688
100 C 1.840 5.658 1.137
101 C 0.731 4.823 1.173
102 H 0.518 3.286 4.376
103 H -0.609 3.411 6.561
104 H -3.030 2.941 6.743
105 H -4.341 2.390 4.714
106 H -3.224 2.320 2.504
107 H 2.139 2.161 2.767
108 H 4.098 3.664 2.702
109 H 3.911 5.893 1.651
110 H 1.764 6.633 0.673
111 H -0.220 5.114 0.740

Löwdin population analysis, charges in e, atoms 1 to 2: 0.313, -0.046



Density functional theory data (ωB97M-V/def2-TZVPD) for 3 unconnected molecules or ions with the total composition C39H58F2N4O8Si at a distorted geometry.

The LUMO energy (spin up / spin down) comes out at -1.460 / -1.460 eV. Its spin multiplicity is 3. As for the expectation value of S²: 2.01. The value obtained for the highest occupied orbital energy (spin up / spin down) is -8.30 / -9.08 eV.

Element x y z (Å)
1 C 0.858 5.407 6.283
2 C -0.456 4.775 5.839
3 O -0.521 4.728 4.383
4 C -0.944 3.532 3.943
5 C -0.175 2.652 3.293
6 C 1.282 2.985 2.997
7 F 1.321 4.227 2.396
8 F 1.935 3.137 4.195
9 C 2.022 2.015 2.091
10 C 2.486 0.765 2.838
11 Si 3.648 -0.329 1.840
12 C 2.817 -1.094 0.355
13 C 5.190 0.575 1.267
14 C 4.242 -1.694 3.012
15 C 5.491 -2.298 2.907
16 C 5.861 -3.269 3.822
17 C 5.020 -3.650 4.848
18 C 3.764 -3.073 4.948
19 C 3.388 -2.103 4.036
20 C -0.833 1.374 2.901
21 O -0.557 0.720 1.923
22 C -1.943 0.890 3.790
23 C -2.111 -0.599 3.888
24 O -1.018 -1.147 4.637
25 N -1.231 -0.910 6.025
26 O -0.310 -0.388 6.505
27 C -2.714 1.772 4.418
28 N -3.834 1.463 5.245
29 C -3.615 1.308 6.441
30 O -3.460 1.069 7.560
31 C -2.405 3.226 4.209
32 O -3.238 4.091 4.230
33 H 1.337 4.777 7.031
34 H 1.553 5.517 5.458
35 H 0.661 6.361 6.768
36 H -1.330 5.314 6.199
37 H -0.490 3.749 6.211
38 H 2.859 2.586 1.684
39 H 1.370 1.783 1.255
40 H 1.616 0.149 3.076
41 H 2.992 1.011 3.771
42 H 2.456 -0.358 -0.365
43 H 2.005 -1.772 0.618
44 H 3.553 -1.700 -0.180
45 H 4.975 1.365 0.545
46 H 5.749 1.015 2.094
47 H 5.880 -0.108 0.768
48 H 6.175 -1.998 2.124
49 H 6.844 -3.717 3.737
50 H 5.360 -4.394 5.555
51 H 3.108 -3.376 5.753
52 H 2.407 -1.661 4.160
53 H -2.024 -1.023 2.891
54 H -3.059 -0.856 4.358
55 C -2.873 -4.077 -0.946
56 C -1.734 -3.201 -1.510
57 C -2.125 -2.688 -2.891
58 C -2.128 -3.790 -3.950
59 C -0.795 -4.542 -3.975
60 C -0.303 -5.016 -2.604
61 N -0.437 -3.940 -1.574
62 O 0.534 -3.094 -1.711
63 C -1.065 -6.278 -2.159
64 C 1.157 -5.447 -2.717
65 C -1.607 -2.048 -0.516
66 H -3.669 -3.435 -0.570
67 H -3.339 -4.722 -1.687
68 H -2.525 -4.695 -0.117
69 H -1.431 -1.898 -3.195
70 H -3.112 -2.222 -2.837
71 H -2.951 -4.490 -3.776
72 H -2.313 -3.348 -4.931
73 H -0.868 -5.404 -4.642
74 H -0.041 -3.881 -4.413
75 H -0.800 -6.543 -1.134
76 H -0.795 -7.118 -2.800
77 H -2.146 -6.183 -2.218
78 H 1.782 -4.668 -3.148
79 H 1.225 -6.322 -3.363
80 H 1.565 -5.710 -1.740
81 H -1.399 -2.429 0.487
82 H -2.545 -1.493 -0.483
83 H -0.818 -1.348 -0.782
84 C -0.178 3.383 -6.271
85 C -1.163 2.261 -5.886
86 C -2.590 2.802 -5.939
87 C -2.890 3.787 -4.809
88 C -2.562 3.185 -3.441
89 C -1.170 2.555 -3.343
90 N -0.871 1.697 -4.532
91 O -1.465 0.556 -4.395
92 C -0.093 3.644 -3.186
93 C -1.085 1.718 -2.067
94 C -0.947 1.176 -6.937
95 H -0.174 3.505 -7.354
96 H -0.440 4.357 -5.866
97 H 0.839 3.141 -5.961
98 H -3.298 1.968 -5.885
99 H -2.755 3.283 -6.906
100 H -2.335 4.717 -4.952
101 H -3.946 4.061 -4.839
102 H -2.659 3.949 -2.667
103 H -3.315 2.424 -3.212
104 H 0.904 3.204 -3.237
105 H -0.194 4.126 -2.214
106 H -0.155 4.435 -3.928
107 H -1.888 0.986 -2.001
108 H -1.165 2.374 -1.200
109 H -0.135 1.186 -2.008
110 H 0.094 0.849 -6.940
111 H -1.182 1.576 -7.924
112 H -1.577 0.304 -6.775

Löwdin population analysis, charges in e, atoms 1 to 2: -0.049, -0.178



Density functional theory data (ωB97M-V/def2-TZVPD) for a molecular structure, C39H59BiCl2N11OS.

The charge is +1. The LUMO energy comes out at -2.375 eV. The value obtained for the highest occupied orbital energy is -9.25 eV.

Element x y z (Å)
1 Bi -0.422 -1.171 1.527
2 N 3.543 -0.928 1.021
3 C 4.084 -1.027 2.370
4 C 3.207 -1.887 3.260
5 N 1.825 -1.435 3.538
6 C 1.234 -2.472 4.406
7 C 0.632 -3.623 3.616
8 N -0.696 -3.221 3.125
9 C 1.806 -0.118 4.193
10 C 1.722 1.105 3.248
11 N 1.273 0.768 1.890
12 H 3.191 -1.829 0.716
13 H 4.247 -0.641 0.353
14 H 4.196 -0.025 2.794
15 H 5.078 -1.486 2.400
16 H 3.728 -1.994 4.223
17 H 3.148 -2.881 2.812
18 H 0.448 -2.020 5.015
19 H 1.982 -2.857 5.110
20 H 0.572 -4.511 4.251
21 H 1.245 -3.868 2.747
22 H -1.327 -3.095 3.910
23 H -1.075 -3.927 2.505
24 H 2.683 -0.003 4.843
25 H 0.937 -0.093 4.848
26 H 2.682 1.627 3.227
27 H 1.002 1.802 3.679
28 H 2.022 0.284 1.372
29 H 1.035 1.620 1.390
30 C 3.521 -4.151 -3.687
31 C 3.959 -3.449 -2.409
32 N 3.156 -3.807 -1.252
33 C 1.917 -3.308 -0.972
34 S 1.292 -1.981 -1.865
35 N 1.379 -3.850 0.121
36 N 0.066 -3.625 0.373
37 C -0.855 -3.987 -0.446
38 C -0.669 -4.873 -1.640
39 C -2.223 -3.474 -0.186
40 C -3.339 -4.123 -0.710
41 C -4.594 -3.555 -0.595
42 C -4.720 -2.319 0.017
43 C -3.581 -1.735 0.531
44 N -2.370 -2.298 0.462
45 H 4.148 -3.841 -4.525
46 H 2.488 -3.891 -3.919
47 H 3.600 -5.235 -3.586
48 H 3.896 -2.369 -2.537
49 H 4.994 -3.702 -2.172
50 H 3.349 -4.694 -0.812
51 H 0.364 -5.198 -1.712
52 H -0.925 -4.350 -2.562
53 H -1.296 -5.763 -1.554
54 H -3.215 -5.070 -1.212
55 H -5.461 -4.064 -0.996
56 H -5.672 -1.814 0.097
57 H -3.631 -0.769 1.015
58 Cl -3.061 2.569 3.505
59 C -3.823 0.998 3.537
60 C -5.200 0.971 3.717
61 C -5.861 -0.240 3.811
62 C -5.133 -1.420 3.728
63 C -3.765 -1.372 3.536
64 C -3.061 -0.168 3.428
65 C -1.576 -0.149 3.261
66 H -5.738 1.905 3.801
67 H -6.932 -0.260 3.960
68 H -5.633 -2.377 3.804
69 H -3.222 -2.304 3.438
70 H -1.109 -0.646 4.114
71 H -1.202 0.873 3.239
72 C -0.184 4.562 -5.124
73 C 0.206 3.080 -5.092
74 C -0.770 2.311 -5.996
75 C 1.607 2.952 -5.706
76 C 0.196 2.460 -3.654
77 O 0.607 1.088 -3.737
78 C 1.133 3.150 -2.639
79 C 0.752 4.554 -2.110
80 C 0.791 4.678 -0.606
81 C -0.332 5.071 0.113
82 C -0.297 5.199 1.494
83 C 0.883 4.937 2.166
84 Cl 0.938 5.097 3.897
85 C 2.025 4.561 1.475
86 C 1.969 4.430 0.096
87 C -1.250 2.339 -3.150
88 N -1.364 1.832 -1.784
89 C -0.857 0.718 -1.267
90 N -1.268 0.599 -0.011
91 C -2.056 1.696 0.182
92 N -2.145 2.460 -0.875
93 H -0.294 4.869 -6.166
94 H 0.576 5.202 -4.678
95 H -1.139 4.760 -4.633
96 H -0.589 2.585 -7.036
97 H -1.811 2.559 -5.778
98 H -0.638 1.233 -5.901
99 H 1.612 3.446 -6.678
100 H 1.887 1.912 -5.884
101 H 2.379 3.429 -5.101
102 H 1.516 1.035 -4.052
103 H 2.126 3.178 -3.092
104 H 1.232 2.469 -1.792
105 H -0.234 4.854 -2.458
106 H 1.455 5.284 -2.518
107 H -1.257 5.278 -0.410
108 H -1.176 5.509 2.042
109 H 2.951 4.396 2.011
110 H 2.868 4.151 -0.444
111 H -1.776 1.643 -3.800
112 H -1.774 3.290 -3.160
113 H -0.208 0.036 -1.793
114 H -2.555 1.926 1.110

Löwdin population analysis, charges in e, atoms 1 to 2: 1.833, 0.017



Density functional theory data (ωB97M-V/def2-TZVPD) for 7 unconnected molecules or ions with the total composition C39H59NO15P at a distorted geometry.

The charge is -1. The LUMO energy comes out at 1.832 eV. The value obtained for the highest occupied orbital energy is -4.75 eV.

Element x y z (Å)
1 C 2.816 1.873 0.329
2 C 2.009 1.014 0.000
3 C 1.124 -0.170 -0.584
4 O -0.286 -0.004 -0.455
5 C -0.773 -0.552 0.798
6 C -1.763 -1.761 0.482
7 C -1.770 -2.780 1.730
8 C -3.279 -1.229 0.354
9 C -3.427 0.010 -0.632
10 C -4.264 -2.369 -0.211
11 C 1.302 -0.115 -2.221
12 O 1.660 -1.425 -2.759
13 P 2.806 -1.942 -1.511
14 C 4.085 -2.049 -0.059
15 C 3.992 -3.265 0.829
16 C 4.968 -3.341 1.988
17 C 5.933 -2.175 2.155
18 C 5.842 -1.078 1.142
19 N 4.969 -0.980 0.062
20 O 1.707 -1.412 -0.232
21 H 3.664 2.567 0.577
22 H -1.419 0.268 1.268
23 H 0.041 -0.819 1.530
24 H -1.479 -2.292 -0.483
25 H -2.849 -3.017 2.019
26 H -1.296 -3.781 1.472
27 H -1.302 -2.317 2.653
28 H -3.699 -0.958 1.377
29 H -4.509 0.372 -0.553
30 H -2.784 0.900 -0.360
31 H -3.272 -0.355 -1.693
32 H -5.355 -2.067 -0.070
33 H -4.140 -3.356 0.330
34 H -4.122 -2.536 -1.326
35 H 1.968 0.763 -2.530
36 H 0.281 0.242 -2.559
37 H 3.400 -0.655 -1.762
38 H 3.722 -2.578 -2.454
39 H 2.229 -3.243 -1.298
40 H 3.263 -4.110 0.726
41 H 5.012 -4.196 2.717
42 H 6.688 -2.095 2.982
43 H 6.558 -0.204 1.288
44 O 0.812 0.146 3.499
45 C 1.883 0.263 4.032
46 O 2.042 0.467 5.371
47 C 3.430 0.671 5.660
48 C 4.175 0.038 4.505
49 C 3.223 0.254 3.343
50 H 3.616 1.747 5.735
51 H 3.678 0.202 6.613
52 H 5.166 0.466 4.345
53 H 4.296 -1.034 4.685
54 H 3.383 1.220 2.860
55 H 3.286 -0.554 2.615
56 O -4.287 -2.097 -5.732
57 C -3.213 -1.975 -5.203
58 O -3.044 -1.746 -3.876
59 C -1.645 -1.546 -3.600
60 C -0.919 -2.202 -4.738
61 C -1.875 -2.005 -5.899
62 H -1.449 -0.473 -3.550
63 H -1.390 -1.998 -2.641
64 H 0.073 -1.783 -4.910
65 H -0.803 -3.271 -4.536
66 H -1.713 -1.049 -6.402
67 H -1.821 -2.828 -6.610
68 O 4.446 4.648 -1.502
69 C 3.485 4.522 -2.215
70 O 3.412 3.638 -3.245
71 C 2.179 3.827 -3.950
72 C 1.257 4.508 -2.963
73 C 2.220 5.336 -2.137
74 H 2.373 4.445 -4.833
75 H 1.790 2.861 -4.274
76 H 0.472 5.096 -3.441
77 H 0.778 3.759 -2.326
78 H 2.398 6.316 -2.582
79 H 1.881 5.436 -1.106
80 O -6.937 -2.344 1.057
81 C -7.585 -3.253 0.619
82 O -7.114 -4.521 0.478
83 C -8.102 -5.329 -0.174
84 C -9.418 -4.620 0.067
85 C -9.000 -3.163 0.106
86 H -7.853 -5.393 -1.237
87 H -8.094 -6.333 0.252
88 H -10.171 -4.842 -0.690
89 H -9.823 -4.912 1.041
90 H -8.989 -2.715 -0.890
91 H -9.626 -2.582 0.782
92 O 2.934 -4.000 6.235
93 C 1.950 -4.157 5.564
94 O 1.848 -5.083 4.571
95 C 0.587 -4.928 3.904
96 C -0.303 -4.215 4.893
97 C 0.679 -3.347 5.654
98 H 0.744 -4.345 2.992
99 H 0.192 -5.908 3.633
100 H -1.108 -3.653 4.419
101 H -0.756 -4.941 5.576
102 H 0.836 -2.382 5.164
103 H 0.376 -3.206 6.690
104 O 1.195 7.746 -2.896
105 C 1.636 8.822 -2.597
106 O 2.952 9.151 -2.683
107 C 3.152 10.466 -2.149
108 C 1.800 11.140 -2.232
109 C 0.845 9.978 -2.038
110 H 3.508 10.373 -1.119
111 H 3.907 10.989 -2.737
112 H 1.672 11.940 -1.502
113 H 1.659 11.568 -3.229
114 H 0.640 9.790 -0.981
115 H -0.083 10.121 -2.589

Löwdin population analysis, charges in e, atoms 1 to 2: 0.073, 0.000



Number 1: E -4736.98672 a.u.. Number 2: E -2830.81145 a.u.. Number 3: E -3732.07376 a.u.. Number 4: E -3046.05044 a.u..